Density functional theory data (wB97M-V/def2-TZVPD) for a molecular structure, C38H47BBrHfN10O2S.

Structure (ORCA input):
```
! wB97M-V def2-TZVPD RIJCOSX def2/J DEFGRID3
* xyz 2 2
Hf -0.15743 -1.00744 0.99089
C -2.62471 -3.71461 3.45237
C -2.49600 -2.67966 2.54608
N -1.20903 -2.30067 2.45154
N -0.50449 -3.10623 3.28741
C -1.33372 -3.95428 3.89890
B 1.02103 -2.92610 3.52539
N 1.79268 -3.22500 2.20021
C 3.01423 -3.74991 2.06826
C 3.45895 -3.54556 0.77362
C 2.43415 -2.84590 0.16573
N 1.41886 -2.64324 1.02475
N 1.29430 -1.42507 3.82522
C 1.91460 -0.82277 4.84355
C 2.02713 0.52948 4.56338
C 1.43275 0.68163 3.32507
N 0.98836 -0.50000 2.86685
N 1.46205 -3.86322 4.60489
C 1.64064 -5.21476 4.51286
C 1.66165 -5.72179 5.78176
C 1.46585 -4.59691 6.61051
N 1.32825 -3.49169 5.90744
H -3.52556 -4.21873 3.75285
H -3.25134 -2.18334 1.96081
H -0.96501 -4.66471 4.62122
H 3.50080 -4.22981 2.90063
H 4.38892 -3.86623 0.33952
H 2.37093 -2.49161 -0.84854
H 2.21363 -1.39726 5.70317
H 2.47168 1.28917 5.18073
H 1.29965 1.57857 2.74180
H 1.72410 -5.71243 3.56040
H 1.80546 -6.74596 6.07792
H 1.42254 -4.55541 7.68713
C -5.92435 1.85627 1.05361
C -4.78586 2.72817 0.55305
N -3.51832 2.41986 1.24781
C -3.23618 3.24952 2.42993
C -2.43930 4.49214 2.06599
C -2.72590 1.45825 0.82749
S -1.22320 1.21917 1.69312
N -3.15687 0.79162 -0.27529
C -2.78619 -0.40045 -0.60667
O -1.92778 -1.12206 0.07762
C -3.38002 -1.04157 -1.79206
C -4.01937 -0.26677 -2.75840
C -4.57310 -0.87520 -3.87162
C -4.51138 -2.25593 -4.01265
C -3.89037 -3.03318 -3.04268
C -3.31754 -2.42735 -1.93803
H -6.85344 2.14936 0.56655
H -6.06136 1.96128 2.13043
H -5.73316 0.80828 0.82391
H -4.98562 3.78138 0.74565
H -4.63353 2.59653 -0.51363
H -2.71449 2.64726 3.16945
H -4.20447 3.51837 2.85027
H -1.45857 4.22170 1.67417
H -2.29794 5.10975 2.95188
H -2.96118 5.08980 1.31822
H -4.07406 0.80537 -2.62955
H -5.06359 -0.27544 -4.62616
H -4.95674 -2.72970 -4.87733
H -3.85974 -4.10918 -3.14748
H -2.83925 -3.02665 -1.17389
C 0.78907 2.10599 -6.15467
C 2.17191 1.80528 -5.54065
C 3.04200 3.05812 -5.63554
C 2.84661 0.66627 -6.32939
C 1.95029 1.35526 -4.11649
C 1.22290 0.15561 -3.88245
C 0.98331 -0.24332 -2.61247
Br 0.08252 -1.86044 -2.28074
C 1.41559 0.52488 -1.46657
O 1.08721 0.14957 -0.29334
C 2.24003 1.69977 -1.70168
C 2.44490 2.06832 -3.00793
C 2.85170 2.47147 -0.54020
C 3.81042 3.55746 -1.03544
C 3.65986 1.51429 0.35687
C 1.73167 3.15864 0.25739
H 0.92553 2.41845 -7.19020
H 0.28574 2.91210 -5.61906
H 0.13951 1.22990 -6.15413
H 3.17087 3.31963 -6.68499
H 4.03631 2.89794 -5.21473
H 2.58139 3.91526 -5.14135
H 3.05824 1.01723 -7.33926
H 2.21107 -0.21484 -6.41703
H 3.79112 0.37016 -5.87076
H 0.87044 -0.43995 -4.71214
H 3.03677 2.94669 -3.20430
H 4.63311 3.14304 -1.62087
H 4.24360 4.05810 -0.17002
H 3.30251 4.32027 -1.62761
H 4.41673 0.98377 -0.22451
H 3.03678 0.78220 0.86546
H 4.17967 2.09911 1.11651
H 1.22680 3.90670 -0.35697
H 2.16779 3.67241 1.11637
H 0.98297 2.45555 0.61488
*
```

Calculated values
* expectation value of S²: 0.768
* HOMO level (spin up / spin down): -13.605 / -13.605 eV
* E_LUMO (spin up / spin down): -5.23 / -8.09 eV